{
  "formula": "C17H24N2O5S",
  "method": "the ωB97M-V functional and the def2-TZVPD basis",
  "species": ["H", "O", "H", "N", "C", "C", "C", "C", "H", "C", "O", "H", "H", "C", "H", "H", "H", "H", "H", "N", "H", "H", "H", "C", "O", "H", "C", "C", "S", "H", "H", "H", "C", "C", "C", "C", "C", "H", "O", "C", "H", "H", "H", "H", "H", "H", "C", "O", "C"],
  "coordinates": [[6.262, -1.012, 2.156], [4.190, -0.700, -1.167], [-0.046, -0.069, 1.692], [-4.989, -0.591, 0.230], [7.183, 1.969, -0.892], [2.480, -0.233, 0.307], [-2.600, 0.687, -0.280], [-1.988, 0.617, 0.892], [-0.143, 0.349, -2.505], [-4.948, -1.555, -1.126], [4.390, -0.698, 1.312], [-5.410, -0.166, 2.064], [-5.941, -1.728, -1.180], [-5.850, -0.743, 1.377], [1.854, -0.149, -1.355], [-3.952, -3.095, 0.019], [-2.564, 0.535, 1.913], [-7.332, 0.974, 0.494], [-4.654, -0.911, -1.820], [6.540, 1.259, 0.045], [-3.917, -3.157, -1.766], [-7.744, -0.818, -0.020], [-2.769, -1.965, -0.820], [3.750, -0.580, 0.154], [-4.896, 1.555, -1.509], [-8.102, -0.303, 1.672], [5.571, 1.767, 1.111], [-3.875, -2.482, -0.780], [-4.487, 0.917, 0.044], [-5.892, -1.836, 1.523], [7.800, 2.566, -0.425], [2.169, -0.310, 1.252], [-0.650, 0.573, -1.560], [5.876, -1.003, 1.041], [1.447, -0.181, -0.522], [-7.446, -0.070, 1.056], [-2.031, 0.756, -1.633], [6.182, 2.693, 1.359], [-4.683, 1.856, 0.957], [6.758, -0.217, -0.003], [7.756, 1.485, -1.545], [4.701, 2.167, 0.488], [-2.677, 1.001, -2.247], [5.970, -1.971, 0.365], [5.434, 1.193, 1.770], [6.383, 2.357, -1.505], [-0.685, 0.233, 0.682], [7.483, -0.947, -0.745], [0.093, -0.018, -0.568]],
  "forces_ev_per_angstrom": [[-0.36, -0.30, -2.61], [-0.82, 0.23, 7.54], [-1.67, 0.86, -2.49], [0.03, 0.56, -1.11], [-3.98, 1.67, -1.95], [-6.20, 0.31, 1.54], [-4.30, 1.49, -3.32], [1.21, -1.74, 2.37], [-0.11, 1.18, -0.48], [1.64, 1.76, 6.68], [3.02, -0.51, -2.40], [1.28, 1.48, 3.46], [-2.98, -1.70, -0.55], [-4.66, -1.26, -3.70], [3.13, -0.03, -8.81], [-0.52, -1.75, 2.68], [1.54, 0.52, -2.10], [-0.44, -2.09, 2.02], [0.99, 2.73, -3.28], [-1.07, -9.94, 3.71], [0.63, 0.77, 2.05], [0.65, 2.16, 3.19], [-2.95, -1.15, 0.22], [5.40, -0.84, -8.57], [1.11, -3.29, 5.80], [-5.94, -1.33, 5.92], [4.32, 11.08, -13.08], [3.12, -0.08, -6.05], [3.08, -2.77, -17.54], [-0.28, 0.66, 0.73], [2.99, 4.43, 1.85], [-0.82, 0.19, 4.33], [0.15, -2.56, -5.03], [0.25, -2.10, 0.24], [1.10, -0.21, 3.49], [8.58, -0.57, -10.80], [5.30, -2.17, 11.27], [-1.27, -0.83, 0.76], [-1.82, 5.81, 8.75], [-0.47, 1.58, -0.54], [2.16, -3.05, -2.29], [0.53, -0.80, 1.43], [-5.39, 2.28, -6.88], [-0.72, 1.21, 2.45], [-2.07, -7.96, 9.25], [0.16, 1.54, -0.58], [5.04, -2.66, 3.69], [-2.11, 3.60, 2.54], [-6.45, 3.61, 6.21]],
  "mulliken_charge": [0.280, -0.683, 0.066, 0.311, -1.277, -0.857, 0.237, -0.503, 0.295, -1.030, -0.360, 0.389, 0.631, -0.772, 0.895, 0.404, 0.206, 0.247, 0.455, 0.175, 0.303, 0.151, 0.065, 0.533, -0.797, 0.578, -1.271, -0.649, 0.920, 0.402, 0.481, 0.475, -0.730, -0.656, -0.520, -0.925, -1.055, 0.327, -0.543, 0.756, 0.459, 0.209, 1.089, 0.336, 0.685, 0.355, -0.114, -0.645, 0.671],
  "relative_energy_kcal_mol": 432.66,
  "lumo_ha": -0.044,
  "energy_ha": -1545.45707,
  "total_charge": 0,
  "homo_lumo_gap_ev": 7.7,
  "homo_energy_ha": -0.325
}

***

{
  "formula": "C22H32N2O3P2V",
  "method": "the ωB97M-V functional and the def2-TZVPD basis",
  "species": ["H", "C", "O", "C", "C", "C", "H", "H", "C", "C", "H", "C", "H", "H", "O", "H", "H", "C", "H", "C", "H", "H", "P", "H", "H", "H", "C", "C", "H", "H", "N", "H", "C", "C", "H", "P", "H", "C", "C", "H", "C", "H", "C", "H", "O", "C", "H", "H", "C", "H", "H", "N", "C", "C", "H", "H", "H", "C", "V", "H", "H", "H"],
  "coordinates": [[3.534, 1.954, 4.759], [3.600, -0.033, 3.891], [-0.278, -1.728, 1.029], [2.543, 1.854, 2.834], [-4.248, -0.438, -3.228], [4.098, -2.653, 0.378], [-1.331, 3.009, 2.266], [-4.673, 2.958, -0.189], [-2.340, 0.174, 1.240], [1.395, 0.327, -1.167], [-4.311, -1.361, -3.835], [-2.300, 3.278, 1.827], [-3.071, 2.645, 2.286], [4.385, -6.052, 0.362], [-2.679, -0.238, 2.296], [-1.031, 4.331, -1.612], [-3.034, 0.902, -1.444], [-1.071, 4.316, -0.516], [-5.123, -0.360, -2.575], [3.266, 1.331, 3.914], [-1.827, -1.431, -4.219], [-0.077, 4.078, -0.119], [-2.778, -0.540, -2.178], [-1.079, 0.113, -3.818], [-3.899, -2.023, -0.699], [3.385, -0.279, -1.044], [2.187, 1.042, 1.764], [2.116, -1.135, 0.543], [-4.178, 0.441, -3.876], [-2.508, 4.338, 2.031], [0.279, -0.024, -0.431], [4.752, -1.770, 0.310], [4.707, -3.920, 0.311], [-2.932, -2.044, -1.205], [1.880, -5.807, 0.626], [-2.225, 2.983, 0.014], [3.462, -1.923, 2.845], [3.922, -5.075, 0.388], [2.541, -4.944, 0.541], [5.788, -3.968, 0.214], [0.569, -1.055, 0.468], [-1.382, 5.298, -0.135], [1.933, -3.688, 0.604], [-4.076, 4.641, -0.138], [1.433, 1.127, -2.116], [-3.866, 3.632, -0.532], [4.119, -0.468, 4.729], [-2.100, -2.211, -0.498], [3.232, -0.848, 2.827], [2.239, 2.900, 2.835], [-1.212, 2.600, -2.600], [2.466, -0.424, -0.662], [2.706, -2.531, 0.512], [2.527, -0.314, 1.753], [-1.286, 1.849, -2.873], [-2.959, -2.898, -1.918], [1.608, 1.458, 0.940], [-1.438, -0.824, -3.361], [-1.698, 0.780, -0.499], [-0.592, -1.369, -2.933], [0.837, -3.645, 0.713], [-3.905, 3.662, -1.630]],
  "forces_ev_per_angstrom": [[0.02, -0.04, -0.06], [-0.23, 0.70, 0.13], [0.64, 0.22, 0.22], [0.10, -0.03, 0.24], [-0.06, -0.27, 0.19], [0.29, -0.62, -0.18], [-0.21, 0.04, -0.07], [0.49, 0.20, -0.13], [-1.09, -1.50, 4.06], [0.42, -0.28, -0.24], [-0.03, 0.49, 0.26], [0.01, 0.26, -0.04], [0.19, 0.21, -0.14], [-0.02, -0.02, -0.05], [0.88, 1.37, -3.35], [0.12, 0.18, 0.28], [-1.48, 1.83, 0.55], [-0.13, -0.10, 0.11], [0.00, 0.07, -0.24], [-0.19, -0.77, -0.61], [0.38, 0.22, 0.42], [-0.15, 0.06, -0.20], [2.93, -0.71, 0.45], [-0.07, -0.34, 0.40], [0.16, -0.06, 0.24], [0.09, -0.08, 0.32], [0.06, 0.13, 0.29], [0.03, -0.56, -0.01], [-0.07, -0.15, 0.10], [-0.02, -0.25, 0.07], [-0.54, -0.79, 0.37], [-0.46, -0.33, 0.11], [-0.61, 0.53, 0.08], [-0.43, -1.46, -0.76], [0.39, 0.05, -0.07], [-0.63, 0.95, 0.66], [-0.04, 0.61, 0.03], [-0.17, 0.49, 0.18], [-0.06, 0.08, 0.00], [-0.16, -0.13, -0.02], [-0.30, 1.13, -1.71], [0.01, -0.21, -0.14], [-0.22, -0.19, -0.09], [0.15, -0.26, -0.14], [0.00, -1.10, 1.40], [-0.22, 0.19, 0.15], [0.15, -0.04, 0.12], [-0.41, 0.39, -0.29], [-0.21, -0.29, -0.02], [0.12, -0.21, 0.00], [-0.14, -1.74, -0.63], [-0.90, 1.15, -1.38], [0.25, -0.19, 0.13], [0.25, 0.29, 0.47], [0.23, 1.68, 0.59], [-0.09, 0.22, 0.44], [0.23, -0.03, 0.30], [-0.38, -0.95, -2.04], [0.48, -0.52, -1.19], [-0.21, 0.31, 0.22], [0.80, 0.18, 0.00], [0.06, -0.04, 0.26]],
  "mulliken_charge": [0.403, -0.881, -0.719, -0.810, -1.291, -0.062, 0.319, 0.318, 0.124, -0.624, 0.395, -1.445, 0.375, 0.402, -0.405, 0.472, 0.104, -1.398, 0.371, -0.513, 0.389, 0.300, 1.842, 0.456, 0.345, 0.266, -0.320, 3.103, 0.344, 0.428, 1.133, 0.299, -0.798, -1.290, 0.402, 1.245, 0.412, -0.479, -0.803, 0.375, -1.061, 0.411, -0.253, 0.418, -0.730, -1.299, 0.409, 0.216, -0.381, 0.394, -0.943, 0.020, -0.696, -0.120, 0.754, 0.435, 0.466, -1.450, -0.453, 0.311, 0.446, 0.324],
  "lumo_ha": [0.016, 0.013],
  "energy_ha": -2819.38704,
  "s2": 3.7844,
  "total_charge": 0,
  "multiplicity": 4,
  "homo_lumo_gap_ev": [6.6, 6.8],
  "homo_energy_ha": [-0.225, -0.238]
}

***

Quick rundown of max |F|, same order as above: 0.351, 0.087 Eh/bohr
Quick rundown of molecular weight, same order as above: 368.45, 485.40 g mol⁻¹